# 1
ORCA calculation (the ωB97M-V functional and the def2-TZVPD basis) on a molecular structure, C50H40Cl4N5O4SSbSiTi.

```
107
Properties=species:S:1:pos:R:3:forces:R:3
Ti 0.89904 -0.65599 -1.56133 -1.212 0.227 0.655
N 4.25429 -1.29858 0.98893 0.140 0.181 -0.020
C 4.43088 -0.31062 1.94479 0.012 -0.226 -0.030
C 5.30837 -0.50213 3.01082 -0.002 0.043 0.075
C 5.51965 0.50674 3.94074 0.002 -0.030 -0.023
C 4.84739 1.71669 3.82508 -0.028 -0.014 -0.062
C 3.96630 1.90721 2.76590 0.006 -0.009 0.059
C 3.76462 0.91087 1.81899 -0.058 0.213 0.182
S 2.77507 1.20565 0.40974 0.119 -0.209 -0.237
N 2.24261 -0.39349 0.07375 0.470 0.016 0.251
C 3.16273 -1.37857 0.12440 -0.186 0.007 0.052
C 2.98266 -2.53846 -0.64663 0.063 0.060 0.125
C 3.83309 -3.67828 -0.61052 -0.010 -0.038 -0.004
C 3.60191 -4.72487 -1.46128 0.054 0.030 0.055
C 2.52292 -4.66898 -2.35333 -0.080 0.007 -0.084
C 1.69322 -3.56334 -2.30538 0.020 0.063 0.066
N 1.87601 -2.54159 -1.47029 0.713 -0.242 -0.149
H 4.76883 -2.14696 1.13337 0.020 -0.021 0.020
H 5.83781 -1.44601 3.09688 -0.031 0.000 0.019
H 6.20655 0.33848 4.76177 -0.001 0.005 -0.007
H 4.99783 2.50379 4.55350 0.006 -0.008 -0.012
H 3.43133 2.84552 2.65551 -0.005 -0.037 0.015
H 4.67981 -3.71893 0.06268 0.009 -0.016 -0.022
H 4.25906 -5.58706 -1.44623 0.001 0.003 -0.004
H 2.31475 -5.46502 -3.05387 -0.008 -0.004 0.030
H 0.82929 -3.47680 -2.95140 -0.002 0.015 -0.032
O 0.15332 -1.17275 -3.19304 -0.762 -0.485 -0.426
N -1.17579 -1.30021 -3.42786 0.236 0.213 0.291
N -1.82122 -0.75809 -2.37512 -0.140 -0.233 -0.346
O -1.12454 -0.27767 -1.33258 -0.127 0.020 -0.373
C -3.19096 -0.75792 -2.34636 0.191 0.121 0.035
C -3.86876 -0.15398 -1.27495 -0.189 0.037 0.015
C -5.25191 -0.14127 -1.25330 0.111 0.010 0.028
C -5.99684 -0.72288 -2.27671 0.004 0.010 -0.007
C -5.31776 -1.32196 -3.33439 0.096 -0.025 -0.049
C -3.93435 -1.34917 -3.38853 -0.141 -0.009 0.007
H -3.29538 0.30387 -0.48520 0.020 0.018 0.010
H -5.75297 0.34057 -0.42066 0.009 0.000 -0.013
H -7.07951 -0.70103 -2.25527 0.004 -0.016 0.003
H -5.87884 -1.77941 -4.14264 0.005 -0.002 0.004
H -3.41109 -1.81713 -4.20878 -0.007 0.014 -0.005
Cl 1.10123 4.09202 -6.21205 0.022 -0.042 0.033
C 1.56844 2.76396 -5.19247 -0.026 0.063 0.031
C 2.47999 1.82931 -5.63183 0.082 -0.055 -0.020
Cl 3.19159 1.96045 -7.21422 -0.051 0.002 0.086
C 2.83457 0.76188 -4.78998 0.229 -0.148 -0.131
Cl 3.95975 -0.45725 -5.32025 -0.079 0.105 0.026
C 2.29402 0.62401 -3.52338 -0.011 -0.026 0.243
O 2.55559 -0.35946 -2.69772 -0.030 0.190 -0.355
C 1.35094 1.60028 -3.05678 0.239 -0.181 0.179
O 0.86997 1.39502 -1.84521 0.160 0.047 -0.338
C 1.01321 2.63813 -3.90641 -0.215 0.243 0.159
Cl -0.16893 3.79216 -3.34401 0.067 -0.037 -0.057
C -4.96024 3.86671 -0.10595 0.045 -0.009 -0.002
C -3.80267 4.22602 -0.78424 0.013 -0.033 0.039
C -2.57625 3.69464 -0.40478 -0.039 -0.016 0.064
C -2.47919 2.79507 0.65762 -0.173 -0.019 -0.040
C -3.65396 2.43219 1.31900 0.034 -0.015 -0.029
C -4.88220 2.96893 0.94923 0.043 0.007 -0.012
Sb -0.58601 1.82802 1.04330 0.114 0.147 0.109
C 0.48293 3.67530 1.37651 0.094 0.104 -0.042
C 0.94785 4.35665 0.24856 0.033 -0.030 0.008
C 1.70614 5.51401 0.37029 -0.013 -0.014 0.051
C 2.03187 6.00542 1.62910 -0.032 -0.060 -0.010
C 1.59631 5.32634 2.75941 -0.018 -0.037 -0.045
C 0.83067 4.16961 2.63296 -0.028 0.078 -0.031
C -0.94084 1.49010 3.14760 0.001 -0.141 0.152
C -1.72475 2.27847 3.99299 0.066 -0.005 -0.021
C -1.88899 1.94799 5.33211 0.041 -0.017 -0.007
C -1.26802 0.81840 5.85396 -0.002 0.013 -0.038
C -0.47332 0.03070 5.03390 0.002 0.051 -0.062
C -0.31398 0.36719 3.69278 -0.052 0.049 0.045
H -5.91945 4.26873 -0.41030 0.010 0.007 0.002
H -3.85350 4.90816 -1.62471 0.002 0.001 0.008
H -1.68922 3.97643 -0.95942 0.015 -0.016 -0.017
H -3.62138 1.70991 2.12778 0.011 0.003 -0.009
H -5.78056 2.67169 1.47898 0.007 -0.009 -0.010
H 0.74739 3.96162 -0.74196 -0.007 -0.003 0.002
H 2.05439 6.02045 -0.52239 0.001 -0.009 0.006
H 2.63315 6.90197 1.72733 -0.008 -0.005 0.001
H 1.85635 5.69148 3.74721 0.002 -0.004 -0.009
H 0.51439 3.65162 3.53118 -0.009 -0.001 -0.024
H -2.20864 3.16808 3.60359 -0.002 -0.022 -0.010
H -2.49869 2.57623 5.97168 -0.016 -0.011 -0.003
H -1.40669 0.55410 6.89583 0.015 0.011 0.004
H 0.02100 -0.84827 5.43073 -0.008 0.005 -0.009
H 0.30707 -0.26168 3.06137 -0.028 0.001 0.004
C 0.84752 -2.96978 1.70816 0.164 -0.046 0.200
Si -0.27393 -2.34740 0.30848 0.248 0.199 -0.352
C -1.83757 -1.73634 1.18274 -0.155 0.103 0.190
C -0.90760 -3.95627 -0.49793 -0.031 -0.045 -0.136
C -2.06777 -3.94728 -1.28429 -0.020 -0.067 -0.026
C -2.51291 -5.07984 -1.95334 0.034 0.035 0.051
C -1.80673 -6.27322 -1.85128 -0.005 0.027 0.003
C -0.65803 -6.31456 -1.07489 0.019 0.086 0.055
C -0.21846 -5.16963 -0.41512 -0.049 -0.107 0.016
H 0.25302 -3.49523 2.46531 0.031 0.009 -0.029
H 1.36504 -2.13293 2.19008 -0.053 -0.044 0.008
H 1.62284 -3.65163 1.34902 -0.027 0.023 0.044
H -1.95048 -2.23852 2.15099 -0.032 0.001 -0.041
H -2.71862 -1.95511 0.57640 0.011 0.013 0.016
H -1.84297 -0.66012 1.36182 0.001 -0.041 0.028
H -2.64196 -3.03372 -1.38881 0.027 -0.014 -0.002
H -3.41000 -5.02342 -2.55950 0.004 0.002 -0.002
H -2.14815 -7.15940 -2.37482 0.004 0.003 -0.001
H -0.09254 -7.23642 -0.98825 0.003 0.003 0.000
H 0.68856 -5.23220 0.17704 0.004 0.011 -0.037
```
Positions in Å, forces in eV/Å.

The lowest unoccupied orbital energy (spin up / spin down) comes out at 4.019 / 4.012 eV. The charge is -2. The calculation puts the energy above the lowest of the compared OMol25 structures with the same formula, charge and spin at 37.3 kJ/mol. Its expectation value of S² is 2.049. As for the spin multiplicity: 3. The total energy comes out at -166597.0305 eV.

---

# 2
ORCA calculation (the ωB97M-V functional and the def2-TZVPD basis) on a molecular structure, C7H24N10O7Zn.

```
49
Properties=species:S:1:pos:R:3:forces:R:3
Zn 6.67652 -15.56244 -37.22828 1.022 1.076 2.570
O 7.36226 -15.23348 -32.30539 0.393 0.150 -1.008
C 8.18559 -14.50421 -33.12779 -1.413 -1.098 1.020
C 7.67263 -14.17300 -34.57126 -1.663 -0.330 -0.123
O 7.14066 -15.24484 -35.29901 0.861 -0.706 -1.050
H 9.16688 -15.00282 -33.30683 0.505 -0.126 -0.055
H 8.35772 -13.57132 -32.55849 0.632 0.792 -0.732
H 8.45897 -13.60990 -35.11420 0.275 0.065 -0.068
H 6.78590 -13.51401 -34.46114 0.253 0.696 0.434
C 8.17725 -18.34160 -37.22066 0.084 1.960 0.535
O 7.85784 -17.16131 -37.40203 0.430 -1.450 -0.703
N 7.43238 -19.39661 -37.62558 -0.072 -0.661 -0.147
N 9.31965 -18.61894 -36.55894 -0.463 -0.971 -0.696
H 7.74811 -20.33580 -37.46837 0.012 -0.019 0.025
H 6.69797 -19.28805 -38.29580 -0.084 0.370 0.075
H 9.50873 -19.59660 -36.43789 0.634 0.209 0.536
H 9.81198 -17.87442 -36.10211 -0.080 -0.051 0.284
C 9.33532 -13.91218 -38.44717 -1.191 -0.826 0.861
O 8.22063 -14.29086 -38.08803 0.389 0.638 -0.742
N 10.46651 -14.38178 -37.87884 0.288 0.236 -0.554
N 9.49585 -13.01386 -39.45470 0.693 0.015 -0.356
H 10.41623 -14.95730 -37.05764 -0.188 0.034 0.089
H 11.34598 -14.06021 -38.23467 0.225 -0.106 0.364
H 10.42386 -12.75925 -39.73706 -0.085 0.256 -0.092
H 8.71858 -12.53574 -39.86181 -0.170 -0.005 0.185
C 4.72302 -12.96843 -37.07316 0.391 0.748 1.359
O 5.49542 -13.89904 -37.26011 -1.073 0.779 -1.168
N 4.96099 -12.07899 -36.07376 1.092 0.044 0.159
N 3.59164 -12.72528 -37.78385 -0.255 -0.545 -0.817
H 4.47367 -11.23499 -35.84341 -0.470 -0.076 -0.397
H 5.89740 -12.12667 -35.68718 -0.142 -0.404 0.244
H 3.26720 -13.45018 -38.39809 -0.017 0.053 0.055
H 2.94579 -12.00545 -37.52870 -0.034 0.044 0.159
C 4.01705 -17.19863 -37.17658 0.737 2.012 0.805
O 4.98683 -16.54782 -36.76697 -1.089 -1.398 -0.478
N 3.49100 -18.16419 -36.39603 -0.228 -0.922 0.437
N 3.35197 -16.88324 -38.32356 -0.220 -1.310 0.665
H 3.84168 -18.23499 -35.45402 0.324 0.196 -0.104
H 2.62288 -18.64639 -36.54482 -0.046 0.223 -0.351
H 2.52688 -17.43543 -38.47289 -0.138 0.475 -0.682
H 3.65432 -16.12474 -38.89671 0.133 0.037 -0.141
C 6.10800 -15.99627 -40.52306 0.752 -0.367 0.728
O 6.21121 -15.97846 -39.29804 -0.578 -0.421 -1.019
N 6.58670 -14.99272 -41.28967 -0.346 0.047 -0.095
N 5.58814 -17.07144 -41.20556 -0.028 1.013 0.448
H 6.46815 -15.01958 -42.28313 0.268 0.274 -0.090
H 7.06650 -14.24688 -40.81865 -0.093 0.087 -0.047
H 5.57565 -17.94000 -40.70915 -0.263 -0.162 -0.191
H 5.47663 -16.98662 -42.19607 0.035 -0.575 -0.129
```
Positions in Å, forces in eV/Å.

The lowest unoccupied orbital energy comes out at -0.493 eV. The charge is 0. The calculation puts the energy above the lowest of the compared OMol25 structures with the same formula, charge and spin at 407.9 kJ/mol. The total energy comes out at -85300.6395 eV.